No. 1
Entry from the OMol25 dataset: a cluster of 9 separate species, C19H18Cl32NO2P2S2 in total in a non-equilibrium geometry (ωB97M-V with the def2-TZVPD basis set).

XYZ file:
```
76
Properties=species:S:1:pos:R:3:forces:R:3:mulliken_charge:R:1
C -4.7522 0.7551 2.9107 1.0869 0.3896 -0.3093 -0.5408
Cl 2.6436 -2.9200 6.4770 0.0484 -0.0789 -0.1217 -0.0903
Cl 7.0438 0.0652 -0.2724 -0.0659 -0.0893 -0.1159 -0.0925
C -3.7081 3.9117 -1.4602 0.0496 0.3992 -0.1676 0.1621
H 2.9664 0.2854 0.9781 0.5503 -0.8613 -0.5260 -0.1258
Cl -2.2108 4.8377 -1.3744 -0.1443 -0.0798 -0.0746 -0.0786
C 6.4504 -1.0164 -1.5450 0.1143 -0.0645 -0.0346 0.2948
H -1.3756 -3.3514 -0.0078 -0.5502 1.0421 0.2315 0.4745
Cl -0.0289 1.5424 2.3933 -0.0854 -0.2421 0.6893 -0.0677
C 1.3772 3.8251 -5.1506 0.0246 0.0054 -0.0558 0.1975
C -0.5677 -1.3211 -0.2670 -0.2426 1.0785 0.0519 0.0850
C 3.4617 -0.7207 0.9188 -0.8127 0.2049 0.1829 -0.2782
Cl 0.3803 2.7805 4.9784 -0.0519 -0.1965 -0.1947 -0.0877
Cl 2.4929 5.1883 -4.9753 -0.1364 -0.1653 0.0072 -0.0890
Cl 1.8081 0.3618 4.3019 -0.2303 0.2946 0.1498 -0.0432
Cl -1.4425 -1.0887 -3.5801 -0.0134 0.0351 0.0198 0.0079
O -0.2628 2.5225 -0.5931 0.2868 -1.5675 2.3771 0.3919
H 0.5189 -2.6611 -1.5632 0.3813 0.5258 0.8620 0.2342
S 1.5469 -2.8480 0.5962 0.3560 -0.1599 -0.0884 -0.1206
Cl -8.5813 2.7730 -1.2536 -0.0618 -0.0290 0.0045 -0.0536
C -2.1721 0.4970 0.3356 0.2804 -2.4392 -0.1099 0.0331
C 0.2113 1.1860 -0.4875 -0.4580 0.9267 -0.2629 0.0700
C -1.6044 -2.2640 0.0946 1.2236 1.1572 -0.5001 -0.6438
H 3.5845 -1.0658 -0.1517 0.0418 0.6721 1.3806 -0.1865
H -4.8181 1.8665 2.7803 -0.1395 -0.9858 0.2220 0.2372
H 4.4540 -0.5832 1.4278 -0.8886 -0.4996 -0.5378 0.4702
C -10.0029 1.7801 -0.8812 -0.1572 0.0185 -0.0495 0.3199
Cl 1.9967 2.7071 -6.3791 -0.0627 0.0960 0.1000 -0.1071
Cl -3.4010 2.3542 -2.2579 -0.0156 0.0486 -0.0108 -0.0349
Cl 4.9685 -0.3409 -2.2508 0.1355 0.0445 -0.1142 -0.0317
H 1.4454 -1.1600 -1.2760 -0.5657 -0.4408 0.6896 0.3869
H -2.4931 1.5515 0.4437 0.4789 -0.8106 -0.1276 0.4817
C 9.9492 -3.5320 -0.3575 0.1074 -0.0236 -0.0037 0.3243
Cl 5.1532 -3.8639 5.3880 -0.2042 -0.0059 -0.0264 -0.0831
Cl 9.2522 -4.7271 -1.4656 0.0408 0.1226 0.0965 -0.0839
H -5.4919 0.3455 3.6346 0.3974 0.4878 -0.6837 0.3943
S 1.2531 5.0278 -0.9947 -0.3617 -0.4134 0.9369 -0.3031
Cl 2.7302 -4.0615 3.8183 -0.0244 -0.3713 0.4880 -0.0650
P 0.7138 3.6372 0.2669 1.1273 2.8595 -2.4351 0.0226
Cl -1.0439 -3.9311 -3.9601 0.0246 0.1434 0.0216 -0.1038
H -6.5222 1.4865 0.5660 0.7389 -0.5865 -0.5986 0.2803
Cl 7.6832 -1.1786 -2.8031 -0.4679 0.0998 -0.0104 -0.0795
Cl 8.7677 -3.1368 0.9042 0.3534 -0.0729 0.0748 -0.0662
O 1.3753 1.0180 -0.6535 0.0270 -0.8965 -0.0685 -0.4121
Cl -11.4730 2.7121 -1.1955 0.2091 -0.1214 0.0499 -0.0888
Cl 1.2322 2.9805 -3.6001 0.0000 -0.1110 -0.3300 0.0352
C 3.4076 -4.1523 5.4570 0.0871 -0.1567 0.1625 0.2705
H 1.8805 -1.2122 2.4479 0.4410 -0.6274 -1.1292 0.0765
H 0.0582 4.2560 1.3706 -0.3143 -1.0441 -0.3353 0.1279
H -5.4229 0.9897 -0.8518 -0.4775 -0.0291 0.7393 0.2022
Cl -1.3360 -2.1907 -6.2534 0.0720 -0.0065 0.2794 -0.0828
Cl -9.9567 1.3036 0.8266 0.0331 0.0290 -0.1265 -0.0942
P -4.8984 -0.2187 1.3132 -0.7680 -1.3488 0.6026 -0.1348
Cl 3.0987 -5.7573 6.1361 0.0240 0.2073 -0.0910 -0.0879
C -0.8245 0.1022 -0.1333 -2.6089 -0.8644 0.2511 1.2053
C -3.1671 -0.5224 0.6826 1.9074 2.0660 -0.9189 -0.9540
C 2.5140 -1.7325 1.6786 1.1778 0.8002 0.5341 0.0824
C 0.7798 -1.8975 -0.7762 -0.9313 -0.0835 -0.1488 -0.8067
Cl 10.3633 -2.0637 -1.2580 0.2253 -0.2238 0.2757 -0.0753
H 3.1861 -2.4056 2.2857 -0.9896 0.5042 -1.0696 0.1959
Cl -1.0412 0.2676 4.7894 0.1255 0.0758 -0.1622 -0.1163
C -5.9763 0.6494 0.0516 -0.2643 0.0945 0.0680 -0.6754
H -3.5120 -2.5664 0.7444 -0.0307 0.3969 0.0862 0.4146
H -6.7711 -0.0824 -0.2540 0.8752 0.5607 0.2439 0.3715
Cl -4.9177 4.8139 -2.3831 0.0962 -0.1948 0.1483 -0.0756
Cl 11.4096 -4.1999 0.3894 -0.1649 0.0616 -0.0783 -0.0968
C 0.2823 1.2368 4.1210 0.2084 0.0828 0.5074 0.2526
H 1.9191 3.0874 0.7692 -0.9120 -0.7112 0.0939 0.0954
Cl 1.0638 -2.0682 -4.6449 -0.1982 -0.0059 0.0676 -0.0597
Cl -9.9913 0.3298 -1.8993 0.0348 0.1276 0.1106 -0.0910
H -3.7278 0.5309 3.3240 -0.9652 0.1990 -0.3398 -0.0369
C -0.6889 -2.3206 -4.6138 0.1238 -0.0801 -0.3185 0.2206
Cl 6.1006 -2.6099 -0.8514 -0.2465 0.1861 -0.2498 -0.0934
Cl -0.2161 4.4241 -5.6459 0.1306 -0.0659 0.0636 -0.0987
Cl -4.3099 3.6323 0.1893 0.0164 -0.0241 -0.0013 -0.0870
N -2.8135 -1.8494 0.5314 0.9490 0.7350 -0.3435 0.2050
```
Positions in Å, forces in eV/Å.

orbital gap	6.12	eV
highest occupied orbital energy	-0.40146	Ha
total charge	+1
LUMO	-0.1767	Ha

No. 2
Entry from the OMol25 dataset: a structure of composition C19H18EuNO in a non-equilibrium geometry (ωB97M-V with the def2-TZVPD basis set).

XYZ file:
```
40
Properties=species:S:1:pos:R:3:forces:R:3:mulliken_charge:R:1
H -0.3774 2.8741 -5.4061 -0.0209 0.0185 0.0216 0.3482
C 0.6943 -0.1964 -6.3527 0.1875 -0.7756 0.6709 -0.4060
C 0.0859 -0.1917 -3.9870 -0.0205 -1.1397 1.3201 0.6855
N -0.1131 -0.0933 6.0482 1.3649 -0.6811 -2.3031 -0.6890
H 1.0010 -2.6241 0.8897 0.1364 -0.0513 0.4777 0.5803
O -0.3244 -0.1235 -1.3928 -0.5002 1.1259 1.7701 -0.4391
H 2.3678 1.8865 2.5315 -0.6741 0.2150 -0.0339 0.3599
H -2.2057 -0.2845 -2.4258 0.0325 -0.2124 0.3462 0.2448
H 1.0588 -0.7367 -7.2176 -0.0037 -0.0415 -0.0424 0.3405
Eu -0.2239 -0.0051 0.8941 0.1996 0.3766 1.3885 0.9303
C 0.3584 1.1518 -6.4589 -0.0865 0.6782 -0.2866 -0.5940
C -0.6717 2.0297 4.0169 0.6845 -0.1966 0.1370 -0.4080
C 1.2933 1.9578 2.7593 -0.4840 0.5167 0.6846 -0.4997
H 0.7557 -2.4151 4.9028 -0.4531 0.4676 -0.5489 0.2789
C -0.1194 1.8238 -5.3310 -0.1068 -0.2925 0.4630 -0.4154
C -0.1172 -0.9569 -2.7533 -1.1983 -0.9578 -2.2621 -0.3963
H -1.3959 1.9555 4.8644 0.8932 -0.0125 -0.9397 0.3929
C -1.4217 -0.8964 -1.9742 2.1394 -0.0464 -0.6975 -0.4653
C -0.7995 -2.3831 2.2311 1.1195 -0.2546 -0.7431 -0.5264
H 0.8072 -1.9149 -5.0544 0.0165 0.0928 -0.1564 0.2663
C -0.9568 -1.9962 3.5430 -0.0856 0.6257 0.3470 -0.7136
H -0.6561 1.7102 -3.2417 0.1836 -0.1153 -0.2577 0.2880
C 0.5690 -0.8571 -5.1440 0.4117 0.0864 -0.3520 -0.6036
C -0.9960 2.3585 2.6876 0.6672 -0.0456 -0.1913 -0.6104
C 1.3367 -1.7900 2.9426 0.0604 0.8188 0.3560 -0.7879
H 0.4957 -1.8572 -2.5842 -0.3590 0.3799 -0.2454 0.3229
H -1.8872 -1.9289 4.1237 0.5756 -0.0084 -0.3898 0.3832
H 1.4275 1.7765 4.9546 -0.8567 -0.3791 -0.6292 0.5226
C 0.6351 -2.3213 1.8779 -1.7604 -0.4372 -0.3827 -0.9220
H 2.4118 -1.7481 3.0608 -0.0790 0.0892 -0.1757 0.3960
H 0.4699 1.6696 -7.4054 -0.0359 0.0025 0.0727 0.3457
H -1.6931 -1.7929 -1.3986 -0.2184 0.4164 -0.1707 0.3070
H -2.0006 2.5415 2.3132 0.2169 0.2056 0.0524 0.3639
C 0.3112 -0.4896 5.0185 -1.8378 0.9746 4.4847 0.0753
H 0.3440 2.8099 0.9104 -0.0845 -0.1551 0.1565 0.6776
C 0.4119 -1.6303 4.1493 0.2949 -2.4187 -1.3882 0.8184
C -0.2672 1.1735 -4.1109 -0.4372 0.7208 -0.2771 -0.5349
C 0.7572 1.7984 4.0744 0.0232 0.8778 -0.7358 -0.5854
C 0.2262 2.3926 1.9139 -0.2222 -0.3807 0.0354 -0.7635
H -1.5916 -2.6768 1.5304 0.3175 -0.0868 0.4250 0.4321
```
Positions in Å, forces in eV/Å.

expectation value of S²	16.1501
orbital gap (alpha / beta)	3.86 / 6.83	eV
highest occupied orbital energy (alpha / beta)	-0.03948 / -0.16749	Ha
total charge	-1
LUMO (alpha / beta)	0.1023 / 0.0834	Ha
spin multiplicity	8

No. 3
Entry from the OMol25 dataset: a structure of composition C19H18F3IrO4S in a non-equilibrium geometry (ωB97M-V with the def2-TZVPD basis set).

XYZ file:
```
46
Properties=species:S:1:pos:R:3:forces:R:3:mulliken_charge:R:1
C -0.0013 -0.2254 -4.1972 0.4944 0.6226 0.3840 1.0895
F 1.2456 -0.9610 5.7209 -0.0197 0.4951 0.2343 -0.2434
C -0.1563 1.8119 -5.5033 0.1027 -0.1217 -0.0108 -0.6513
C 0.8634 1.5209 2.2163 0.4785 1.2563 0.5014 -0.3215
F 0.6845 0.0396 7.5962 0.0909 0.0410 -1.0720 -0.2394
C -1.2396 -0.5635 -2.0019 -1.8094 0.9291 0.4221 -0.8379
H 0.4248 2.2029 -1.0405 -0.0690 -0.0049 0.2756 0.4194
C -0.5651 1.6197 2.1320 0.4021 0.2262 -0.2998 -0.4290
H 0.1555 -1.9725 -2.9329 -0.3004 0.1408 -0.5454 0.1962
C 0.7914 -0.8248 -5.2113 -0.3265 0.1376 -0.2103 -0.6136
C 0.3250 2.0429 0.0257 -0.8466 1.6415 0.3284 0.1361
O -1.9770 0.9276 6.4463 0.4534 -0.7700 -0.4619 -0.6467
H -0.7407 1.6931 -3.4180 -0.0741 -0.1415 -0.3627 0.1863
C -0.6939 -2.1213 0.5934 0.6485 -2.0832 0.0396 -0.5267
O -1.2659 -0.1364 4.3432 0.0403 -0.0437 0.4319 -0.5153
C 0.6731 -1.5922 2.3847 0.8937 -1.2059 0.5775 0.0102
S -1.3262 -0.2073 5.8120 0.0295 -0.0878 0.5291 0.9329
O -1.6210 -1.5339 6.3338 0.2173 0.9356 -0.3781 -0.6552
H 1.4269 1.3439 3.1274 -0.1991 -0.0803 -0.2114 0.5859
C -0.3403 1.1745 -4.2890 0.0069 -0.8783 -0.5120 -0.2465
H 0.9912 -1.3855 3.4014 -0.1114 0.0946 -0.2476 0.6519
C 0.6716 -2.0832 0.1249 -0.9433 -0.8612 -0.0462 -0.0776
H -1.9092 1.9200 0.3774 0.0281 0.2939 -0.0186 0.4117
C -0.3693 -1.0311 -3.1262 0.6214 -0.0581 2.0517 -0.5277
C 0.9362 -0.1831 -6.4194 -0.0532 0.4463 -0.1301 -0.4792
H 1.4086 -0.6986 -7.2531 0.0512 0.2383 0.1608 0.3755
C -0.9079 1.9228 0.7719 1.3166 1.3654 -0.1640 -0.7203
H -1.2679 1.5005 2.9432 0.1534 -0.2335 0.0924 0.5846
H 2.5950 -1.7145 1.2317 -0.3656 0.0702 -0.0057 0.4264
H -1.5893 -2.3227 0.0158 0.3367 0.0032 0.1516 0.5336
H 1.2157 -1.8106 -5.0086 -0.2708 0.2045 -0.2870 0.3437
C -0.6864 -1.7976 1.9875 -0.1975 0.1031 -0.4308 -0.7243
C 1.5094 -1.7857 1.2503 -0.0252 -0.1350 0.7640 -1.0848
O -0.7108 0.0744 -0.7958 -2.3260 -0.3856 -7.1609 -0.3154
F 0.9420 1.2125 5.7515 0.1255 -0.5091 0.2513 -0.2354
H 2.4508 1.6988 0.6145 -0.0747 0.0781 0.1458 0.4366
Ir 0.0612 -0.0661 0.8451 2.0637 -0.5656 4.4084 1.0762
H 1.0150 -2.2575 -0.8922 -0.1217 0.0803 0.3681 0.2992
H -0.4944 2.8407 -5.6304 0.2137 -0.2287 0.0149 0.3819
C 0.4953 0.0367 6.2554 -0.8804 -0.0979 0.3267 0.6173
H -1.5552 -1.7289 2.6330 0.2781 0.0946 -0.0028 0.5392
C 0.4325 1.1259 -6.5810 -0.0777 -0.1145 -0.1999 -0.3533
C 1.4118 1.7494 0.9086 -0.5454 -0.1261 0.6475 -0.8891
H -1.9348 -1.3530 -1.6356 0.5123 0.2685 -0.5388 0.1919
H -1.8701 0.2831 -2.3469 0.0309 -0.8240 -0.2922 0.5588
H 0.4961 1.6147 -7.5609 0.0481 -0.2101 0.4818 0.3488
```
Positions in Å, forces in eV/Å.

expectation value of S²	6.0633
orbital gap (alpha / beta)	6.26 / 6.54	eV
highest occupied orbital energy (alpha / beta)	-0.26129 / -0.32385	Ha
LUMO (alpha / beta)	-0.0311 / -0.0837	Ha
spin multiplicity	5

Computed relative energy (zero: lowest compared OMol25 entry of this formula, charge and spin), in the same sequence as the records: 2.061 2.274 0.000 eV.
Computed molar mass, in the same sequence as the records: 1552.9 428.3 591.6 g/mol.